Record 1
{
  "formula": "C2H5NO",
  "method": "ωB97M-V with the def2-TZVPD basis set",
  "spin_multiplicity": 2,
  "total_charge": -1,
  "homo_ev": [0.67, -2.77],
  "homo_lumo_gap_ha": [0.148, 0.269],
  "s_squared": 0.75,
  "elements": ["O", "N", "C", "C", "H", "H", "H", "H", "H"],
  "coordinates": [[-0.558, 1.662, 1.652], [0.480, -1.003, -0.668], [-0.150, 0.288, -0.270], [-0.178, 0.516, 1.240], [0.977, -0.963, -1.551], [-0.273, -1.672, -0.793], [0.423, 1.100, -0.759], [-1.183, 0.284, -0.629], [0.462, -0.212, 1.778]]
}

Record 2
{
  "formula": "C8H16O2",
  "method": "ωB97M-V with the def2-TZVPD basis set",
  "spin_multiplicity": 1,
  "homo_ev": -8.89,
  "homo_lumo_gap_ha": 0.354,
  "elements": ["O", "O", "C", "C", "C", "C", "C", "C", "C", "C", "H", "H", "H", "H", "H", "H", "H", "H", "H", "H", "H", "H", "H", "H", "H", "H"],
  "coordinates": [[0.937, -1.491, -1.126], [2.781, 1.260, -0.829], [-0.374, -0.220, 0.474], [-1.687, -0.957, -0.095], [0.209, 0.671, -1.861], [0.688, -0.166, -0.652], [2.683, -0.149, 1.050], [-0.627, 1.143, 1.135], [2.104, 0.328, -0.061], [-2.923, -0.856, 0.783], [-1.944, -0.589, -1.091], [2.195, -0.901, 1.662], [-0.576, 1.385, -1.593], [-1.470, -2.025, -0.229], [-3.685, -1.567, 0.447], [-1.651, 1.272, 1.489], [-3.363, 0.144, 0.722], [0.023, 1.252, 2.011], [-0.190, 0.027, -2.653], [1.657, -1.417, -1.775], [-0.396, 1.983, 0.475], [1.009, 1.256, -2.322], [3.674, 0.158, 1.369], [3.644, 1.449, -0.421], [-0.029, -0.903, 1.262], [-2.691, -1.082, 1.828]]
}

Record 3
{
  "formula": "C20H17N3O3S",
  "method": "ωB97M-V with the def2-TZVPD basis set",
  "spin_multiplicity": 1,
  "homo_ev": -7.45,
  "homo_lumo_gap_ha": 0.227,
  "elements": ["S", "O", "O", "O", "N", "N", "N", "C", "C", "C", "C", "C", "C", "C", "C", "C", "C", "C", "C", "C", "C", "C", "C", "C", "C", "C", "C", "H", "H", "H", "H", "H", "H", "H", "H", "H", "H", "H", "H", "H", "H", "H", "H", "H"],
  "coordinates": [[1.667, -3.150, 7.078], [-2.415, 1.801, -0.564], [-0.297, 0.571, -0.462], [1.746, 0.512, 0.520], [-0.323, -1.476, 4.167], [2.091, -2.413, 4.577], [0.066, -2.036, 5.401], [2.958, 1.452, -1.764], [-2.951, 0.649, 2.657], [0.591, -1.524, -5.137], [-3.420, 1.176, 1.520], [-1.309, -0.930, 4.048], [3.145, 1.164, -4.160], [1.573, -0.427, -5.265], [-0.051, -1.530, -4.005], [1.878, 0.259, -4.037], [-1.734, 0.088, 2.798], [1.284, 0.534, -0.452], [-2.336, 1.237, 0.519], [3.478, 1.555, -3.039], [1.463, 0.077, -2.948], [-0.820, -0.239, 1.713], [1.538, 0.628, -1.721], [-1.089, 0.479, 0.533], [-3.639, 2.675, -0.836], [0.192, -1.031, -2.934], [1.125, -2.541, 5.569], [3.218, 2.099, -0.938], [-0.169, -1.158, -1.941], [-3.620, 0.706, 3.627], [-0.844, -2.174, -3.996], [3.279, -2.848, 4.792], [-4.564, 1.915, -0.714], [-3.899, 3.521, -0.214], [-3.955, 1.976, 1.382], [4.535, 2.203, -3.003], [2.134, -0.401, -6.098], [-0.618, -2.111, 6.101], [3.458, 1.244, -5.051], [1.849, -2.036, 3.788], [-3.612, 3.109, -1.992], [0.266, -2.199, -6.182], [0.130, -0.598, 1.925], [-1.999, -0.809, 4.737]]
}

Record 4
{
  "formula": "C3H4N2O",
  "method": "ωB97M-V with the def2-TZVPD basis set",
  "spin_multiplicity": 1,
  "homo_ev": -10.98,
  "homo_lumo_gap_ha": 0.432,
  "elements": ["O", "N", "N", "C", "C", "C", "H", "H", "H", "H"],
  "coordinates": [[0.010, -0.059, 0.931], [-2.895, -0.953, -0.537], [1.667, -0.050, -0.667], [-1.999, -0.267, -0.292], [-0.861, 0.609, 0.024], [1.243, -0.372, 0.476], [2.618, -0.378, -0.808], [1.778, -0.921, 1.255], [-1.228, 1.514, 0.511], [-0.332, 0.878, -0.894]]
}

Record 5
{
  "formula": "C7H14N3O2",
  "method": "ωB97M-V with the def2-TZVPD basis set",
  "spin_multiplicity": 1,
  "total_charge": 1,
  "homo_ev": -14.09,
  "homo_lumo_gap_ha": 0.379,
  "elements": ["O", "O", "N", "N", "N", "C", "C", "C", "C", "C", "C", "C", "H", "H", "H", "H", "H", "H", "H", "H", "H", "H", "H", "H", "H", "H"],
  "coordinates": [[-0.838, 1.172, 0.720], [0.665, -0.743, 0.173], [-1.502, -0.657, -0.665], [0.351, 0.887, -1.282], [1.538, 1.008, -1.039], [-1.747, -1.696, 0.381], [3.109, -0.761, -0.555], [2.239, 0.797, 1.346], [-2.139, 1.566, 0.175], [1.916, 0.102, 0.007], [-0.252, 0.057, -0.390], [-2.598, 0.391, -0.744], [2.015, 0.061, 2.101], [4.039, -0.753, 0.053], [-1.907, 2.619, -0.157], [-1.542, -1.419, 1.387], [-0.958, -2.451, 0.230], [1.551, 1.636, 1.527], [3.562, -0.416, -1.417], [2.566, -1.728, -0.633], [-2.825, 1.704, 1.033], [-2.679, -2.074, 0.234], [3.168, 1.120, 1.331], [-2.710, 0.758, -1.809], [-1.529, -1.225, -1.560], [-3.494, 0.044, -0.446]]
}

Record 6
{
  "formula": "CH3NO4S2",
  "method": "ωB97M-V with the def2-TZVPD basis set",
  "spin_multiplicity": 1,
  "total_charge": -2,
  "homo_ev": -0.25,
  "homo_lumo_gap_ha": 0.235,
  "elements": ["S", "S", "O", "O", "O", "O", "N", "C", "H", "H", "H"],
  "coordinates": [[-4.351, -0.780, 0.175], [-0.122, -0.145, 1.911], [-5.039, -1.340, -1.019], [-5.253, 0.266, 0.722], [0.467, 1.212, 2.058], [0.533, -1.044, 2.934], [-3.098, -1.287, 0.778], [0.928, -0.805, 0.367], [0.956, -0.392, -0.605], [0.551, -1.855, 0.226], [2.038, -1.030, 0.545]]
}

Ordered ΔE to the lowest compared entry with this formula, charge and spin results: 5.9; 43.0; 488.1; 34.4; 94.0; 32.6; unit kcal per mole.